The following is a quantum chemistry calculation of a single C5H3NO2 molecule in a non-equilibrium geometry, from OMol25.

Maximum force, eV/Å: 6.81
Energy relative to the best compared isomer or geometry (same formula, charge and spin), eV: 3.318

Bonds (Å) are listed after each position.
Positions of all 11 atoms, in Å:
1 O 2.693 -0.126 -0.090  C2 1.270
2 C 1.697 0.662 -0.082  O1 1.270, C3 1.422, H9 1.028
3 C 0.427 0.044 0.081  C2 1.422, C4 1.458, C7 1.481
4 C 0.233 -1.398 0.168  C3 1.458, N5 1.562, H10 1.197
5 N -1.275 -1.640 -0.159  C4 1.562, C6 1.268
6 C -1.849 -0.511 -0.086  N5 1.268, C7 1.695, H11 1.159
7 C -0.821 0.835 -0.023  C3 1.481, C6 1.695, O8 1.184
8 O -1.291 1.914 0.104  C7 1.184
9 H 1.719 1.689 -0.056  C2 1.028
10 H 0.787 -2.219 0.840  C4 1.197
11 H -2.926 -0.085 -0.125  C6 1.159